Record 1
This record from the Open Molecules 2025 dataset describes 2 unconnected molecules or ions with the total composition C2H9NO at a distorted geometry. The level of theory is ωB97M-V/def2-TZVPD.

The geometry in XYZ format:
```
13
C2H9NO, DFT ωB97M-V/def2-TZVPD
O -0.25 0.67 0.30
N -1.09 -2.15 0.00
C 0.76 0.79 1.25
C -0.13 0.82 -1.07
H -1.09 0.65 -1.54
H 0.27 1.84 -1.26
H -0.26 -1.81 0.49
H -1.48 -1.22 -0.16
H 0.65 0.24 -1.59
H 1.54 0.01 1.13
H 0.33 0.86 2.24
H 1.36 1.69 1.09
H -0.60 -2.37 -0.87
```

- structure (SMILES) = COC.N
- orbital gap (eV) = 10.73
- E_HOMO (eV) = -9.867
- relative energy (zero: lowest compared OMol25 entry of this formula, charge and spin) (kJ/mol) = 122.6
- F_max (eV/Å) = 2.737

Here are the Mulliken charges for atoms 1 to 5, given in e: -0.37, -0.80, -0.67, -0.71, 0.26

***

Record 2
This record from the Open Molecules 2025 dataset describes 2 unconnected molecules or ions with the total composition C2H4F3NO6P at a distorted geometry. The level of theory is ωB97M-V/def2-TZVPD.

The geometry in XYZ format:
```
17
C2H4F3NO6P, DFT ωB97M-V/def2-TZVPD
P -0.22 1.01 1.04
F 1.12 1.56 -2.69
F 1.05 -0.39 -1.80
F -0.74 0.81 -1.92
O -1.02 -3.97 -0.45
O -1.68 1.62 0.77
O 0.38 1.77 2.10
O -0.24 -0.50 1.25
O -0.88 -3.25 1.61
O 0.88 -2.95 0.22
N 0.89 1.44 -0.45
C -0.29 -3.39 0.45
C 0.55 0.81 -1.74
H -1.55 2.53 0.50
H 0.81 2.47 -0.59
H 1.87 1.23 -0.21
H -0.91 -0.80 1.90
```

- charge = -1
- orbital gap (eV) = 2.44
- E_HOMO (eV) = -1.197
- F_max (eV/Å) = 2.440

Here are the Mulliken charges for atoms 1 to 5, given in e: 0.17, -0.15, -0.13, -0.19, -0.75

***

Record 3
This record from the Open Molecules 2025 dataset describes 16 unconnected molecules or ions with the total composition C2H38N2O15 at a distorted geometry. The level of theory is ωB97M-V/def2-TZVPD.

The geometry in XYZ format:
```
57
C2H38N2O15, DFT ωB97M-V/def2-TZVPD
O 0.61 -3.06 -2.20
O -3.36 2.42 0.87
O -0.91 -0.07 -1.58
O -3.56 0.76 2.96
O 3.16 -2.66 -2.39
O -1.49 -1.94 -3.69
O 1.07 1.16 4.27
O -2.79 -1.25 1.34
O -1.19 -0.31 3.49
O 4.19 -0.28 -2.98
O 1.49 -0.15 -3.00
O -0.89 2.40 -0.35
O -2.73 -1.74 -1.27
O -0.63 2.38 2.47
O -4.54 -0.05 -0.46
N 3.24 0.25 0.57
N 2.22 1.92 -0.74
C 2.44 1.48 0.65
C 2.82 -0.88 1.53
H 3.32 -3.07 -3.23
H 3.56 -1.63 1.30
H -3.22 -2.28 -0.71
H -1.52 -0.11 -2.45
H 0.69 1.45 3.40
H -3.05 -0.47 1.97
H -2.64 0.81 3.38
H 2.80 2.60 -0.90
H -1.45 -0.59 -1.05
H -2.65 -2.16 -2.21
H -2.61 2.07 0.42
H 0.12 2.44 -0.34
H 4.18 0.47 0.78
H 3.71 -1.85 -2.41
H -0.91 1.51 -0.90
H -0.78 -0.93 4.06
H 1.90 -1.35 1.28
H 1.40 1.65 1.17
H -4.83 -0.27 0.46
H 3.14 -0.13 -3.13
H 1.57 -3.09 -2.08
H 1.20 1.94 4.78
H 0.35 -2.56 -1.47
H -3.53 1.50 2.27
H 2.73 2.41 1.16
H -4.10 1.95 0.28
H -0.66 -2.22 -3.32
H -2.55 -1.87 2.03
H -0.59 0.44 3.42
H 1.72 -1.06 -3.08
H -1.04 2.15 1.55
H 0.79 -0.06 -2.36
H 2.30 1.24 -1.45
H -1.14 -1.96 -4.56
H -3.72 -0.45 -0.52
H 4.30 0.46 -2.36
H -0.91 3.32 2.76
H 2.93 -0.67 2.56
```

- orbital gap (eV) = 9.52
- E_HOMO (eV) = -9.307
- relative energy (zero: lowest compared OMol25 entry of this formula, charge and spin) (kJ/mol) = 154.0
- F_max (eV/Å) = 6.614

Here are the Mulliken charges for atoms 1 to 5, given in e: -0.76, -0.72, -0.83, -0.81, -0.70